[1]
Density functional theory data (ωB97M-V/def2-TZVPD) for C25H56AlF5N9O6 as an isolated structure in a non-equilibrium geometry.

Last column: Löwdin charge in e.
CARTESIAN COORDINATES (ANGSTROEM)
N: -3.76 1.25 4.07  0.045
C: -3.97 1.03 2.82  -0.367
C: -4.13 -0.31 2.19  -0.209
Al: -2.49 -1.54 2.28  0.427
C: -1.98 -1.73 4.21  -0.221
C: -0.61 -2.43 4.47  -0.278
C: 0.56 -1.45 4.70  -0.191
C: 0.32 -0.39 5.80  -0.261
O: 0.59 0.95 5.35  -0.102
C: -0.86 -0.91 1.25  -0.143
C: -1.07 0.01 0.03  -0.717
N: -1.87 1.21 0.29  0.070
N: 0.29 0.45 -0.44  0.053
N: -1.72 -0.72 -1.07  0.081
C: -3.23 -3.36 1.57  -0.338
F: -4.36 -3.75 2.32  -0.005
F: -3.68 -3.24 0.25  -0.002
C: -2.32 -4.59 1.58  -0.678
F: -1.19 -4.37 0.96  0.166
F: -2.87 -5.67 0.98  0.124
F: -2.04 -4.96 2.79  0.181
H: -3.70 2.25 4.23  0.019
H: -4.05 1.90 2.13  0.091
H: -4.49 -0.23 1.15  0.049
H: -4.91 -0.86 2.75  0.070
H: -2.78 -2.31 4.71  0.059
H: -2.01 -0.74 4.69  0.021
H: -0.33 -3.08 3.62  0.084
H: -0.67 -3.08 5.36  0.098
H: 1.45 -2.04 5.00  0.102
H: 0.85 -0.93 3.77  0.096
H: 1.03 -0.56 6.63  0.105
H: -0.69 -0.46 6.22  0.108
H: -0.12 1.19 4.75  0.079
H: -0.34 -1.81 0.88  0.062
H: -0.16 -0.40 1.93  0.045
H: -1.68 1.58 1.21  0.062
H: -2.86 1.02 0.19  0.043
H: 0.14 1.30 -0.98  0.052
H: 0.84 0.74 0.36  0.035
H: -0.96 -1.09 -1.64  0.067
H: -2.17 -0.03 -1.68  0.028
C: 3.54 0.11 -0.26  -0.355
O: 3.04 0.15 0.84  0.008
N: 4.58 -0.68 -0.60  -0.198
C: 5.14 -0.73 -1.93  -0.069
C: 5.15 -1.53 0.44  -0.046
H: 3.16 0.71 -1.11  0.125
H: 5.07 -1.74 -2.33  0.079
H: 6.19 -0.44 -1.91  0.089
H: 4.60 -0.05 -2.59  0.081
H: 4.40 -2.21 0.83  0.094
H: 5.52 -0.92 1.26  0.089
H: 5.98 -2.10 0.02  0.083
C: -3.05 -0.24 -4.81  -0.340
O: -2.62 0.20 -3.76  -0.001
N: -4.33 -0.62 -5.00  -0.195
C: -4.80 -1.14 -6.26  -0.065
C: -5.25 -0.50 -3.88  -0.029
H: -2.41 -0.38 -5.70  0.135
H: -5.60 -0.51 -6.66  0.087
H: -5.19 -2.16 -6.13  0.090
H: -3.99 -1.17 -6.98  0.080
H: -5.31 0.54 -3.55  0.093
H: -4.89 -1.09 -3.03  0.100
H: -6.23 -0.84 -4.18  0.084
C: 5.52 -1.95 -5.34  -0.362
O: 6.52 -2.13 -4.67  0.004
N: 5.40 -1.01 -6.31  -0.199
C: 4.19 -0.85 -7.08  -0.057
C: 6.54 -0.14 -6.57  -0.042
H: 4.61 -2.56 -5.22  0.135
H: 4.39 -1.00 -8.14  0.088
H: 3.78 0.16 -6.94  0.089
H: 3.45 -1.57 -6.75  0.083
H: 7.41 -0.73 -6.86  0.091
H: 6.80 0.42 -5.67  0.091
H: 6.28 0.55 -7.36  0.085
C: 0.88 3.53 -6.16  -0.362
O: 1.39 3.86 -7.22  -0.007
N: -0.44 3.50 -5.92  -0.197
C: -1.00 3.09 -4.65  -0.040
C: -1.34 3.90 -6.99  -0.049
H: 1.48 3.21 -5.30  0.131
H: -1.65 2.23 -4.77  0.063
H: -1.57 3.91 -4.21  0.093
H: -0.19 2.82 -3.96  0.087
H: -1.21 3.26 -7.86  0.089
H: -1.14 4.93 -7.30  0.090
H: -2.37 3.83 -6.64  0.084
C: -0.67 2.91 9.96  -0.360
O: -1.16 2.63 11.04  -0.002
N: 0.49 2.42 9.50  -0.196
C: 1.04 2.80 8.21  -0.047
C: 1.22 1.47 10.32  -0.048
H: -1.15 3.62 9.26  0.131
H: 1.15 1.93 7.56  0.068
H: 2.02 3.27 8.35  0.087
H: 0.38 3.51 7.72  0.085
H: 0.60 0.59 10.52  0.092
H: 1.47 1.92 11.28  0.088
H: 2.13 1.17 9.80  0.084

Properties
HOMO, eV: -5.115
Frontier orbital gap, eV: 6.80
Multiplicity: 1
Charge: -1
Largest force on an atom, hartree/bohr: 0.045
E_LUMO, eV: 1.68

***

[2]
Density functional theory data (ωB97M-V/def2-TZVPD) for C5H7N in the gas phase.

Last column: Löwdin charge in e.
CARTESIAN COORDINATES (ANGSTROEM)
C: 2.88 -0.45 0.26  0.107
C: 1.86 0.19 0.18  -0.120
C: 0.56 0.86 0.13  -0.235
N: -0.46 -0.09 0.55  -0.135
C: -1.06 -0.90 -0.49  -0.147
C: -1.84 0.15 0.22  -0.146
H: 3.77 -1.03 0.34  0.023
H: 0.55 1.71 0.83  0.122
H: 0.38 1.27 -0.88  0.120
H: -1.19 -1.95 -0.27  0.101
H: -0.78 -0.67 -1.52  0.106
H: -2.54 -0.12 1.01  0.100
H: -2.12 1.04 -0.35  0.104

Properties
HOMO, eV: -9.409
Frontier orbital gap, eV: 10.56
Multiplicity: 1
Largest force on an atom, hartree/bohr: 0.010
E_LUMO, eV: 1.15

***

[3]
Density functional theory data (ωB97M-V/def2-TZVPD) for C16H15N5O2S in the gas phase in a non-equilibrium geometry.

Last column: Löwdin charge in e.
CARTESIAN COORDINATES (ANGSTROEM)
C: 5.00 2.13 -1.68  -0.080
H: 4.55 3.12 -1.64  0.097
O: 4.12 1.17 -2.21  -0.075
C: 2.95 0.93 -1.56  -0.269
C: 2.54 1.56 -0.39  0.000
C: 1.33 1.24 0.18  -0.032
C: 0.51 0.28 -0.40  -0.254
C: 0.91 -0.35 -1.58  -0.003
C: 2.12 -0.03 -2.15  0.021
H: 2.44 -0.51 -3.06  0.124
H: 0.26 -1.08 -2.04  0.129
N: -0.74 -0.03 0.17  0.052
C: -1.75 0.84 0.46  -0.586
N: -2.81 0.18 0.88  -0.006
N: -2.51 -1.12 0.87  0.092
C: -1.28 -1.27 0.45  -0.248
C: -0.60 -2.55 0.36  -0.139
C: -1.35 -3.70 0.13  -0.008
C: -0.69 -4.92 0.07  -0.052
C: 0.68 -4.94 0.24  -0.146
N: 1.40 -3.85 0.48  0.070
C: 0.77 -2.69 0.55  -0.096
H: 1.40 -1.84 0.78  0.117
H: 1.25 -5.86 0.18  0.104
H: -1.24 -5.83 -0.11  0.103
H: -2.42 -3.62 0.01  0.114
S: -1.61 2.55 0.26  1.017
C: -3.36 3.05 0.43  -0.357
H: -3.96 2.29 -0.07  0.081
H: -3.43 4.01 -0.08  0.082
C: -3.78 3.22 1.89  -0.634
O: -3.86 4.31 2.41  0.041
N: -4.06 2.06 2.51  0.162
H: -4.31 2.08 3.48  0.114
H: -3.87 1.17 2.05  0.052
H: 1.02 1.72 1.09  0.111
H: 3.16 2.30 0.09  0.108
H: 5.35 1.84 -0.68  0.097
H: 5.85 2.15 -2.36  0.095

Properties
HOMO, eV: -8.572
Frontier orbital gap, eV: 8.94
Multiplicity: 1
Largest force on an atom, hartree/bohr: 0.025
E_LUMO, eV: 0.36